Record 1
# C4H9Cl7HgO

A structure of composition C4H9Cl7HgO at a distorted geometry (ωB97M-V with the def2-TZVPD basis set, the Open Molecules 2025 dataset).

Calculated values
**Gap between HOMO and LUMO**: 0.293 Eh
**Energy above the lowest of the compared OMol25 structures with the same formula, charge and spin**: 22.45 kcal per mole
**HOMO**: -8.70 eV
**Spin multiplicity**: 1
**E_LUMO**: -0.7 eV

XYZ file:
```
22
Properties=species:S:1:pos:R:3:lowdin_charge:R:1
Hg 0.59 -0.76 0.27 0.610
C 1.31 2.23 1.72 -0.304
O 0.93 0.90 1.67 -0.500
H 0.80 2.82 2.49 0.067
H 2.35 2.36 2.04 0.061
H 1.26 2.66 0.71 0.047
Cl 0.81 -2.50 -1.51 -0.281
C 2.26 -3.55 2.38 -0.943
Cl 0.80 -2.56 2.14 0.527
Cl 3.62 -3.00 1.34 0.501
H 2.55 -3.62 3.42 0.039
H 2.07 -4.57 2.07 0.030
C -0.59 2.70 -2.74 -1.008
Cl 0.83 3.37 -3.53 0.519
Cl -0.15 1.29 -1.77 0.466
H -0.99 3.46 -2.06 0.030
H -1.33 2.45 -3.49 0.028
C -3.48 -0.82 -1.08 -0.991
Cl -4.02 0.72 -1.69 0.554
Cl -2.10 -0.70 0.05 0.474
H -4.30 -1.33 -0.57 0.033
H -3.22 -1.53 -1.86 0.041
```



Record 2
# C4H9ClN2

An isolated molecule of C4H9ClN2 at a distorted geometry (ωB97M-V with the def2-TZVPD basis set, the Open Molecules 2025 dataset).

Calculated values
**Gap between HOMO and LUMO**: 0.350 Eh
**Energy above the lowest of the compared OMol25 structures with the same formula, charge and spin**: 37.90 kcal per mole
**HOMO**: -8.57 eV
**Spin multiplicity**: 1
**E_LUMO**: 1.0 eV

XYZ file:
```
16
Properties=species:S:1:pos:R:3:lowdin_charge:R:1
C -0.37 -0.19 -1.49 -0.151
C -1.42 -0.26 -0.35 -0.206
C 0.88 0.42 -0.69 -0.751
C 0.93 -0.39 1.62 -0.046
N -1.01 0.63 0.73 -0.114
N 0.36 0.71 0.72 -0.255
Cl 1.55 1.89 -1.28 0.641
H 0.02 -1.25 -1.87 0.147
H -0.77 0.42 -2.23 0.058
H -2.51 -0.09 -0.53 0.127
H -1.19 -1.25 0.17 0.110
H 1.71 -0.33 -0.81 0.097
H 2.03 -0.25 1.46 0.099
H 0.50 -0.30 2.54 0.044
H 0.71 -1.35 1.18 0.061
H -1.42 1.60 0.82 0.140
```